Entry 1:
64
Properties=species:S:1:pos:R:3:forces:R:3 method="wB97M-V/def2-TZVPD" de_lowest_kcal_mol=0.0 largest_force_ev_per_a=1.3 energy_ha=-3715.140887 molar_mass_g_mol=823.94 charge=-2
Pd -1.029 0.890 -1.099 -0.08 -0.86 -1.02
C -4.218 -1.808 1.825 0.11 0.01 -0.06
C -2.770 -1.511 1.442 -0.09 -0.03 0.02
C -1.783 -2.321 2.279 -0.03 0.03 -0.05
C -2.519 -0.001 1.513 -0.03 -0.14 -0.01
C -2.409 0.590 2.923 -0.08 -0.07 -0.05
O -0.984 0.768 3.111 0.10 0.00 -0.06
C -0.431 0.694 1.882 -0.01 -0.06 0.14
N -1.202 0.316 0.947 -0.10 0.33 -0.39
C 1.008 1.015 1.806 0.30 0.10 0.12
C 1.597 1.492 2.978 -0.13 -0.01 -0.02
C 2.946 1.793 3.040 0.03 0.00 -0.03
C 3.735 1.610 1.917 -0.02 0.02 0.06
C 3.164 1.138 0.746 -0.08 0.02 -0.04
C 1.804 0.840 0.657 0.06 -0.05 0.07
P 1.095 0.240 -0.932 -0.38 0.23 0.17
C 2.339 0.686 -2.162 0.01 0.05 0.03
C 2.585 2.048 -2.343 0.07 -0.06 -0.03
C 3.473 2.466 -3.317 -0.02 0.00 0.02
C 4.089 1.527 -4.140 -0.01 0.00 0.00
C 3.805 0.180 -3.992 0.01 0.01 -0.03
C 2.925 -0.246 -3.004 -0.01 -0.01 0.00
C 1.222 -1.566 -0.691 0.06 0.09 0.06
C 0.110 -2.368 -0.918 -0.03 -0.05 -0.04
C 0.193 -3.740 -0.696 0.03 0.06 0.02
C 1.379 -4.308 -0.263 -0.03 0.02 -0.01
C 2.499 -3.509 -0.048 0.00 0.02 -0.01
C 2.418 -2.142 -0.260 -0.03 -0.06 0.04
H -4.415 -2.879 1.748 -0.04 0.01 0.01
H -4.903 -1.284 1.157 -0.01 -0.02 0.00
H -4.433 -1.498 2.853 0.00 -0.02 0.01
H -2.641 -1.776 0.387 0.02 0.04 0.03
H -1.935 -2.166 3.351 0.01 0.01 0.01
H -0.751 -2.067 2.031 0.02 -0.03 0.01
H -1.912 -3.386 2.076 0.00 0.00 0.02
H -3.277 0.501 0.910 -0.01 0.02 0.05
H -2.761 -0.077 3.707 -0.01 0.00 0.00
H -2.892 1.563 3.016 0.07 0.02 0.00
H 0.970 1.638 3.845 0.00 0.00 0.01
H 3.373 2.172 3.960 0.00 0.00 0.00
H 4.794 1.840 1.950 0.00 -0.01 -0.03
H 3.782 1.011 -0.132 0.02 0.01 0.00
H 2.054 2.768 -1.730 0.01 0.04 -0.02
H 3.659 3.523 -3.461 0.00 0.00 0.00
H 4.766 1.855 -4.920 0.00 0.00 0.00
H 4.245 -0.545 -4.666 -0.01 -0.01 0.01
H 2.657 -1.291 -2.921 0.02 -0.01 -0.02
H -0.813 -1.929 -1.285 0.02 0.00 0.04
H -0.676 -4.356 -0.889 0.00 0.00 -0.01
H 1.441 -5.377 -0.098 0.00 0.00 0.00
H 3.431 -3.953 0.282 0.00 0.01 0.00
H 3.289 -1.520 -0.085 0.00 0.01 0.00
S -3.019 -0.066 -5.956 -0.06 0.00 -0.07
Sb -1.788 -0.418 -4.088 0.05 0.09 0.38
S -0.719 1.603 -3.289 -0.02 -0.12 0.34
S -3.010 -0.496 -2.030 0.27 0.22 0.02
S -0.149 -2.028 -4.202 -0.06 0.00 0.00
O -1.108 3.406 0.546 0.36 0.21 0.20
N -2.142 3.045 -0.048 -0.02 -0.10 0.05
C -3.300 3.325 0.563 -0.59 -0.07 0.08
C -3.348 3.956 1.843 0.18 -0.02 -0.02
N -3.380 4.427 2.897 -0.05 0.00 -0.02
C -4.546 2.963 -0.038 0.29 0.22 -0.08
N -5.586 2.744 -0.484 -0.08 -0.10 0.09

---

Entry 2:
61
Properties=species:S:1:pos:R:3:forces:R:3 method="wB97M-V/def2-TZVPD" de_lowest_kcal_mol=16.2 largest_force_ev_per_a=1.4 energy_ha=-1958.811021 molar_mass_g_mol=585.50 charge=-1
Y -0.084 -0.573 -0.676 1.28 -0.22 0.64
N -1.229 -4.446 -2.330 -0.07 -0.01 -0.04
C -1.304 -3.167 -1.815 -0.07 0.26 0.24
S -0.952 -3.052 -0.083 -0.20 -0.09 -0.01
N -1.670 -2.226 -2.623 0.05 -0.14 -0.28
N -1.728 -0.937 -2.070 -1.08 -0.40 -0.13
C -2.933 -0.433 -1.791 -0.17 0.13 -0.13
C -4.185 -1.014 -2.338 0.05 0.04 -0.04
C -4.256 -1.432 -3.669 -0.03 0.05 -0.09
C -5.425 -1.969 -4.182 0.02 0.01 0.01
C -6.550 -2.111 -3.377 0.05 0.03 0.04
C -6.488 -1.714 -2.048 0.05 0.01 -0.01
C -5.314 -1.177 -1.535 -0.01 -0.05 0.04
C -2.983 0.681 -0.897 -0.16 -0.05 0.04
C -4.084 1.582 -0.865 -0.01 -0.07 -0.01
C -4.109 2.615 0.022 -0.03 0.05 0.04
C -3.027 2.787 0.918 -0.02 -0.03 -0.01
C -1.976 1.916 0.817 0.00 -0.10 -0.04
N -1.903 0.889 -0.055 -0.35 0.52 -0.21
H -0.630 -5.064 -1.811 0.06 0.01 -0.03
H -1.135 -4.484 -3.333 0.03 0.02 0.00
H -3.379 -1.332 -4.294 -0.01 -0.02 0.02
H -5.458 -2.285 -5.218 0.00 0.01 0.02
H -7.461 -2.535 -3.779 0.01 0.00 0.00
H -7.350 -1.833 -1.403 0.02 0.00 0.00
H -5.260 -0.898 -0.489 -0.01 0.01 -0.03
H -4.890 1.441 -1.570 0.00 0.00 0.01
H -4.946 3.303 0.037 0.01 -0.01 -0.02
H -3.009 3.582 1.649 0.00 -0.01 0.01
H -1.125 2.030 1.481 0.05 0.00 -0.03
O 3.762 -0.223 5.329 0.05 0.09 0.10
C 4.507 0.777 4.645 -0.07 -0.08 -0.12
N 3.794 1.091 3.443 -0.27 0.01 0.18
C 3.345 2.337 3.159 0.15 -0.18 -0.24
O 3.675 3.329 3.783 -0.05 0.17 0.18
C 2.472 2.454 1.938 0.06 -0.08 0.23
C 2.324 3.693 1.350 0.09 0.25 -0.15
C 1.611 3.797 0.164 0.08 0.10 -0.01
C 1.042 2.660 -0.371 -0.07 0.18 0.01
N 1.119 1.473 0.227 -0.29 -0.37 0.20
C 1.830 1.378 1.351 0.21 -0.39 -0.31
H 4.370 -0.757 5.848 -0.01 -0.02 -0.05
H 5.505 0.405 4.404 0.04 -0.08 -0.03
H 4.589 1.692 5.226 0.00 0.09 0.04
H 3.492 0.305 2.889 0.27 -0.03 -0.19
H 2.806 4.544 1.815 -0.03 0.02 -0.03
H 1.506 4.744 -0.348 0.00 0.00 0.01
H 0.485 2.693 -1.301 -0.02 0.03 0.01
H 1.912 0.377 1.759 -0.07 0.00 0.05
C 1.915 -1.059 -1.475 0.71 0.12 0.41
C 3.047 -1.162 -0.668 0.01 0.26 -0.45
C 3.974 -0.055 -0.486 -0.08 -0.16 0.21
C 5.100 -0.158 0.308 -0.09 -0.05 0.00
C 5.420 -1.336 0.995 -0.08 0.09 0.03
C 4.535 -2.418 0.858 -0.11 0.05 -0.01
C 3.401 -2.353 0.077 0.05 0.15 0.11
H 3.756 0.877 -1.000 0.08 -0.03 -0.06
H 5.757 0.705 0.400 -0.02 -0.01 -0.02
H 6.312 -1.409 1.604 0.01 -0.02 -0.02
H 4.748 -3.343 1.388 -0.02 0.00 -0.01
H 2.732 -3.204 0.015 0.05 -0.04 -0.04